# 1
The following is a DFT calculation (ωB97M-V with the def2-TZVPD basis set) of an isolated molecule of C11H12O.

Values from the calculation:
electronic energy	-13644.5136	eV
relative energy (zero: lowest compared OMol25 entry of this formula, charge and spin)	397.2	kJ/mol
orbital gap	6.7	eV
structure (SMILES)	C=C/C(OC)=c1/ccccc1=C

Structure (ORCA input):
```
! wB97M-V def2-TZVPD RIJCOSX def2/J DEFGRID3
* xyz 0 1
C 0.2339 -0.0650 0.0178
H -2.4705 1.2072 -1.9676
H 0.0605 2.5874 1.1467
C 0.9935 2.1434 0.9772
C 3.0028 -0.6746 -0.1406
H 1.9056 2.5483 1.4241
H -2.9426 2.7477 -1.0975
H 4.0087 -0.8937 -0.2271
C 1.2489 0.9112 0.4197
H -2.4796 -2.8225 -0.5209
H 0.1342 -2.0206 -0.9172
C -1.1150 0.1890 -0.0037
C -2.4381 1.8741 -1.0778
H 3.4883 1.1314 0.6571
O -1.9226 -0.8103 -0.4527
C -2.0963 -1.9971 0.2409
H -1.2451 -2.5154 0.7073
C 0.7431 -1.3932 -0.3628
C 2.6290 0.5413 0.2232
H 2.4353 -2.6818 -0.5608
C 2.0788 -1.7178 -0.4669
H -2.8374 -1.9082 1.1191
H -1.7087 2.1563 0.8748
C -1.7066 1.4632 -0.0124
*
```

=====

# 2
The following is a DFT calculation (ωB97M-V with the def2-TZVPD basis set) of a cluster of 2 separate species, C11H12O in total.

Values from the calculation:
electronic energy	-13643.2977	eV
relative energy (zero: lowest compared OMol25 entry of this formula, charge and spin)	514.5	kJ/mol
orbital gap	8.6	eV

Structure (ORCA input):
```
! wB97M-V def2-TZVPD RIJCOSX def2/J DEFGRID3
* xyz 0 1
C 2.4721 -0.5089 -1.0729
C 2.2042 -0.1795 1.3346
C -0.3300 2.8602 -0.1168
H 0.2519 0.2814 1.9000
C 0.3315 -0.0963 -0.2084
H 2.5773 -0.2140 2.2839
H 4.0369 -0.4568 0.4050
C -2.2503 -0.6202 0.0975
H 0.5093 2.0651 0.0595
H 0.6794 -0.7119 -2.2846
H 3.2900 -0.6591 -1.8277
H -3.0757 -2.5730 0.1091
H -2.1289 -2.1596 1.5133
C -1.0924 0.1097 -0.4043
H -3.1135 -0.0139 0.4145
C 1.0847 -0.5780 -1.3350
C 0.8848 0.0275 1.0463
C -2.2053 -2.0110 0.4872
C -1.4792 2.3262 -0.4353
H -0.0038 3.8243 -0.1570
H -1.3850 -2.6542 -0.0329
O -1.9112 -0.4357 -1.2980
H -2.3608 2.6936 -0.7534
C 3.0143 -0.3157 0.2752
*
```

=====

# 3
The following is a DFT calculation (ωB97M-V with the def2-TZVPD basis set) of a structure of composition C11H12O5Zn.

Values from the calculation:
electronic energy	-70233.6878	eV
orbital gap	3.1	eV

Structure (ORCA input):
```
! wB97M-V def2-TZVPD RIJCOSX def2/J DEFGRID3
* xyz 2 1
C 0.2739 0.3690 2.2919
O -0.6255 1.1343 2.9917
H 3.9292 -2.9143 -1.2433
O -2.4955 2.3013 2.4364
H 2.5874 -2.3363 0.5828
C 2.7648 -1.3015 0.2712
C 0.2008 -0.8859 -0.1735
C -1.6822 1.4925 2.1881
H 1.8083 0.2730 -0.8873
H -0.4246 -0.7180 -1.0672
C 1.6661 -0.7898 -0.6552
O 1.3289 0.0391 2.6841
C -2.6855 0.6888 -0.1157
C -0.3735 0.0315 0.9468
C -2.5598 1.8820 -1.0516
Zn -1.6705 -1.6388 0.7494
H -3.8508 1.1737 -2.5608
O 4.5655 -2.1965 -1.1618
C -3.2197 1.9722 -2.1883
O 4.7299 -0.1387 -0.3655
H 1.6963 -1.3213 -1.6097
H -3.1533 2.8785 -2.7739
H 2.8530 -0.6729 1.1506
C 4.1161 -1.1529 -0.4456
H -2.6900 -0.2534 -0.7280
H -3.6408 0.7199 0.4198
H 0.0261 -1.9824 0.1445
C -1.5879 0.6737 0.9068
H -1.8865 2.6730 -0.7367
*
```

=====

# 4
The following is a DFT calculation (ωB97M-V with the def2-TZVPD basis set) of an isolated molecule of C11H12Si.

Values from the calculation:
electronic energy	-19476.0134	eV
relative energy (zero: lowest compared OMol25 entry of this formula, charge and spin)	67.2	kJ/mol
orbital gap (spin up / spin down)	7.1 / 7.1	eV
structure (SMILES)	Cc1ccc(C2=CC=C[SiH2]2)cc1

Structure (ORCA input):
```
! wB97M-V def2-TZVPD RIJCOSX def2/J DEFGRID3
* xyz 0 1
C 0.1939 -3.3686 2.7136
H 0.6709 -3.4119 0.1424
H -1.9347 2.6863 -0.3433
C -0.3826 -0.8473 2.1854
H 0.7631 0.3030 -3.1457
C 0.3970 1.1241 -2.5346
H -0.1561 -4.2450 2.3673
H 0.8683 -1.6446 -1.4177
C 0.4805 -1.3236 -0.4352
H -0.8077 -0.6851 3.1724
H -0.9455 1.0824 1.4115
C -0.4874 0.1172 1.1988
C -0.1616 3.5085 -2.4581
C 0.0700 -2.1500 1.7838
C 0.0373 1.1549 -1.0435
H 0.0184 4.1491 0.1263
C 0.3286 2.4411 -3.1978
H 0.5194 2.4852 -4.2493
C 0.0196 0.0182 -0.0751
Si -0.5404 2.8954 -0.7163
H 1.2060 -3.4489 3.0585
H -0.2390 4.5343 -2.6327
H -0.2709 -2.9471 3.6283
C 0.3528 -2.4274 0.4612
*
```

=====

# 5
The following is a DFT calculation (ωB97M-V with the def2-TZVPD basis set) of a structure of composition C11H13AlClNO3S4.

Values from the calculation:
electronic energy	-81715.6873	eV
relative energy (zero: lowest compared OMol25 entry of this formula, charge and spin)	34.5	kJ/mol
orbital gap	7.5	eV

Structure (ORCA input):
```
! wB97M-V def2-TZVPD RIJCOSX def2/J DEFGRID3
* xyz 0 1
S -2.2176 -1.0856 1.0609
C 2.5869 -2.3719 2.5855
C 2.3207 -2.0295 3.8979
C 1.9725 1.7067 1.0837
H -1.4963 -3.6179 -3.9407
C -1.9830 -2.8815 -3.2952
S -1.9685 1.0715 -0.8353
C -0.2936 -1.1317 -3.5670
H -0.1103 -0.0910 -3.3039
C 0.4745 -0.7397 3.1067
H -2.4030 -0.7629 -3.2929
N 0.7429 -1.0682 1.8402
C 1.2445 -1.2019 4.1532
H 2.9328 -2.3900 4.7134
C -1.3660 -2.8768 -1.9005
H 1.9740 -2.0832 0.5446
O 2.6506 1.0537 1.8378
H -0.3763 -0.0958 3.2912
S 0.2336 -2.0707 -2.1037
Al -0.3093 0.0000 0.3622
S -4.3820 -0.7330 -1.0015
Cl 0.8505 -0.7293 5.7698
O 0.8255 1.3545 0.5573
H 3.4210 -3.0118 2.3373
H 2.2716 2.7170 0.7688
H -3.0375 -3.1455 -3.2283
C -2.9712 -0.2576 -0.3015
H 0.3741 -1.4258 -4.3767
O 0.3614 -1.0196 -1.0199
C -1.7643 -1.4670 -3.8313
H -1.9893 -1.3882 -4.8936
H -1.2123 -3.8506 -1.4419
H -1.9260 -2.2343 -1.2169
C 1.7798 -1.8665 1.5854
*
```

=====

# 6
The following is a DFT calculation (ωB97M-V with the def2-TZVPD basis set) of a structure of composition C11H13BClNTi.

Values from the calculation:
electronic energy	-49421.7325	eV
relative energy (zero: lowest compared OMol25 entry of this formula, charge and spin)	45.5	kJ/mol
orbital gap (spin up / spin down)	5.1 / 5.1	eV

Structure (ORCA input):
```
! wB97M-V def2-TZVPD RIJCOSX def2/J DEFGRID3
* xyz -2 3
C -0.0740 -0.3355 -4.1589
H 2.4397 1.2769 1.7565
C -0.8106 0.8371 2.3220
C 1.0387 1.6729 -3.8708
H -2.1356 0.5672 -4.1034
C 0.5477 1.4601 0.5230
C -1.0537 0.6984 -4.0381
H 0.7186 -3.9669 4.2865
H -0.1505 -2.5560 5.4171
C -0.3675 1.9405 -3.8620
C -0.2975 -2.4599 3.1067
H 1.8334 2.4175 -3.7791
Cl -1.4746 -1.0426 -1.0130
H -0.8333 2.9245 -3.7679
B -0.2701 -3.2357 4.4173
H -1.6625 0.6437 2.9824
H -0.2798 -1.3937 -4.3307
C 0.5526 0.6279 2.6882
H -1.3016 -3.8888 4.5632
C 1.3729 1.0735 1.6376
Ti -0.1156 -0.5577 0.6631
C -0.8518 1.3869 0.9970
C 1.2189 0.2659 -4.0592
H 0.8703 1.7852 -0.4700
H 0.8797 0.3213 3.6899
N -0.2147 -1.9557 2.0417
H 2.1773 -0.2524 -4.1420
H -1.7562 1.7455 0.5030
*
```

=====

# 7
The following is a DFT calculation (ωB97M-V with the def2-TZVPD basis set) of an isolated molecule of C11H13BO3.

Values from the calculation:
electronic energy	-18436.2267	eV
relative energy (zero: lowest compared OMol25 entry of this formula, charge and spin)	72.9	kJ/mol
orbital gap (spin up / spin down)	7.7 / 7.7	eV

Structure (ORCA input):
```
! wB97M-V def2-TZVPD RIJCOSX def2/J DEFGRID3
* xyz 0 1
O -0.6088 -1.5412 2.5852
H -0.6051 -2.2684 3.2060
H 0.9836 -3.4301 2.0049
O 1.1507 -2.7342 1.3872
C -1.1091 1.0749 1.3686
H -2.7265 2.1057 1.9357
C 0.1657 1.7014 -0.5063
H 1.0387 1.5540 -1.0489
C 0.6305 -0.4847 0.4502
H 1.8498 -1.9201 -2.1575
H -1.7716 -1.3765 -0.8674
C -1.8684 2.2249 1.2432
H 2.6728 -1.3923 -0.2496
B 0.3668 -1.6425 1.5711
O -0.5994 -0.0121 -2.5758
C -0.7022 -1.6978 -1.0250
H 2.0803 -0.3614 -2.6653
C -1.6246 3.1897 0.2253
C 1.5071 -0.9475 -1.9225
H -0.2346 3.5817 -1.4058
C -0.0182 -0.8445 -1.9215
H -0.5595 -2.6494 -0.6756
C 1.8391 -0.6110 -0.4864
H -2.1656 4.0114 0.0010
H -1.4004 0.4140 2.1105
C -0.0727 0.7876 0.4594
H 2.3738 0.3686 -0.4321
C -0.5922 2.8996 -0.6086
*
```

=====

# 8
The following is a DFT calculation (ωB97M-V with the def2-TZVPD basis set) of a structure of composition C11H13BrN2O5PS2Tc.

Values from the calculation:
electronic energy	-128038.0340	eV
relative energy (zero: lowest compared OMol25 entry of this formula, charge and spin)	193.6	kJ/mol
orbital gap (spin up / spin down)	7.2 / 8.2	eV

Structure (ORCA input):
```
! wB97M-V def2-TZVPD RIJCOSX def2/J DEFGRID3
* xyz 0 3
C 2.7801 4.9872 1.6394
H -1.1656 -6.1778 -0.2434
C 3.1529 2.3035 -2.6141
P 1.5719 2.4172 -0.5022
C 3.3475 4.1781 0.4900
O 2.7593 2.8674 0.4612
N -1.2257 1.3015 -2.4285
Tc -1.0121 0.8528 -0.6021
H 2.3657 0.3120 -2.8463
C -1.4042 -5.1664 0.0571
H 3.1734 4.6783 -0.4690
C -2.8681 -3.5537 1.0595
H 3.6246 0.7533 -4.0074
H 3.8862 2.0090 -1.8567
O -1.4215 -0.3025 0.7149
C -0.6943 -3.0114 0.2143
H 3.5658 3.1104 -3.2257
S -0.2611 3.2330 -0.2096
S 1.4634 0.4008 -0.3092
O 2.0048 2.8831 -1.9694
H 1.7131 5.1413 1.4988
H 0.1028 -2.3033 0.0131
O -2.3563 1.8547 -4.4223
N -0.4729 -4.2588 -0.1552
H 1.9883 1.4091 -4.1781
C 2.7547 1.1147 -3.4673
H -3.7987 -3.2649 1.5246
C -1.9656 -1.2315 1.4400
H 3.2802 5.9512 1.6825
C -2.6302 -4.8494 0.6318
O -2.4693 -1.0403 2.5264
C -1.8659 -2.6110 0.8565
H 4.4193 4.0037 0.6331
C -1.8187 1.5741 -3.4293
Br -3.9559 -6.1906 0.8315
H 2.9428 4.4594 2.5757
*
```

=====

# 9
The following is a DFT calculation (ωB97M-V with the def2-TZVPD basis set) of an isolated molecule of C11H13ClSi.

Values from the calculation:
electronic energy	-32017.7390	eV
relative energy (zero: lowest compared OMol25 entry of this formula, charge and spin)	58.5	kJ/mol
orbital gap	9.3	eV
structure (SMILES)	CC[Si@H](Cl)[C@H]1C=Cc2ccccc21

Structure (ORCA input):
```
! wB97M-V def2-TZVPD RIJCOSX def2/J DEFGRID3
* xyz 0 1
H 1.9706 -0.2306 3.1165
H -0.4920 2.3022 -2.7634
H -2.6730 -2.7999 -0.6176
C -0.9786 1.4124 0.4982
C -0.5524 1.7979 -1.8146
H -2.3761 -2.5408 -2.9282
C 1.8508 -1.1393 1.0869
Si 0.0847 0.9834 2.2585
Cl -1.1858 -0.0397 3.3667
C -1.6214 -0.4624 -2.6394
H 0.1389 3.2667 -0.2145
C -0.3460 2.3117 -0.5739
H -1.8028 1.7917 0.9270
H -1.1531 -0.2662 -3.6770
H 0.4267 2.1099 3.1934
H -2.0616 -1.2331 1.0820
C -1.3360 0.2225 -0.3619
H 1.2520 -0.9628 0.1553
H 1.3368 -1.9730 1.3539
C -2.1739 -1.6908 -2.2665
C -1.1515 0.4659 -1.6992
C -2.1926 -1.9363 -0.9043
C -1.8568 -1.0095 0.0388
C 1.7454 0.0084 2.1044
H 2.4932 0.8606 1.9167
H 2.8974 -1.3650 0.8487
*
```